(1)
{
  "formula": "C25H23MnN6O2S5",
  "method": "ωB97M-V with the def2-TZVPD basis set",
  "symbols": ["Mn", "N", "C", "S", "N", "N", "C", "C", "C", "C", "C", "C", "C", "O", "H", "H", "H", "H", "H", "H", "H", "C", "C", "C", "N", "N", "C", "N", "S", "H", "H", "H", "H", "H", "H", "H", "O", "C", "C", "C", "C", "C", "S", "C", "C", "C", "C", "S", "C", "C", "C", "C", "S", "H", "H", "H", "H", "H", "H", "H", "H", "H"],
  "xyz": [[1.1203, -16.7994, -3.3401], [-0.3524, -12.8333, -5.0771], [0.0603, -14.1615, -4.9055], [-0.0679, -14.7016, -3.2875], [0.4313, -14.8467, -5.9363], [0.6427, -16.1863, -5.6598], [0.3869, -16.9699, -6.6212], [0.4269, -18.4188, -6.4935], [0.1101, -19.1756, -7.6182], [0.1199, -20.5383, -7.7125], [0.4383, -21.2806, -6.5366], [0.6894, -20.5299, -5.4081], [0.8233, -19.1059, -5.3313], [1.2380, -18.6104, -4.2351], [-0.1414, -12.2456, -4.2991], [-0.0461, -12.4823, -5.9584], [-0.0244, -16.5441, -7.5380], [-0.1830, -18.6500, -8.5159], [0.0452, -21.0483, -8.6735], [0.4508, -22.3763, -6.5121], [0.9548, -20.9493, -4.4563], [1.2646, -21.3937, 0.1602], [-0.2814, -21.1018, 0.1092], [-0.5565, -19.7519, -0.5463], [0.2288, -19.1850, -1.3575], [-0.2388, -18.0148, -1.9352], [-1.4263, -17.7272, -1.4926], [-2.1881, -16.6443, -1.7707], [-2.0761, -18.8561, -0.3684], [1.3763, -22.4749, 0.4334], [1.7347, -20.7991, 0.9256], [1.6844, -21.1549, -0.7923], [-0.6562, -21.1011, 1.1391], [-0.8331, -21.8586, -0.4563], [-1.7800, -15.8203, -2.2197], [-2.8236, -16.3782, -1.0345], [2.4352, -16.7114, -1.8153], [2.7720, -15.9722, -0.6899], [3.0243, -16.8973, 0.5170], [3.2220, -16.5918, 1.8312], [3.5080, -17.7580, 2.6106], [3.5539, -18.8667, 1.8045], [3.1529, -18.5477, 0.1939], [4.1620, -15.3273, -0.9481], [5.0469, -14.6930, -0.1018], [6.1901, -14.2356, -0.7843], [6.1366, -14.4926, -2.1288], [4.6966, -15.2970, -2.5565], [1.6717, -14.9777, -0.3440], [0.4687, -15.3201, 0.1058], [-0.4595, -14.2552, 0.2021], [0.0744, -13.0472, -0.1397], [1.7179, -13.2958, -0.6217], [3.1234, -15.5761, 2.2072], [3.7008, -17.8055, 3.6575], [3.7132, -19.9002, 2.1202], [4.9305, -14.6326, 0.9463], [7.0269, -13.6862, -0.3179], [6.8558, -14.3067, -2.8977], [0.2306, -16.3491, 0.3556], [-1.4825, -14.4245, 0.4770], [-0.3326, -12.0552, -0.2656]],
  "atomic_forces_ev_per_a": [[0.2, -0.4, 0.0], [0.1, -1.0, -0.5], [-0.2, 0.2, -0.3], [-0.2, 0.2, 0.9], [-0.4, 0.6, -0.1], [0.5, 0.5, 0.9], [-0.6, -0.7, 0.0], [0.3, 0.5, -0.3], [-0.4, 0.2, -1.0], [0.7, -1.4, 0.5], [-0.3, 1.1, -0.2], [0.6, -0.3, 0.3], [-0.6, -1.0, -0.5], [0.3, 0.4, 0.2], [0.1, 0.2, 0.4], [0.2, 0.4, -0.6], [0.2, 0.0, -0.2], [0.1, 0.3, -0.2], [-0.4, 0.2, 0.2], [0.0, 0.5, 0.0], [0.0, -0.7, 0.3], [-1.8, -1.2, 0.5], [0.9, 0.8, 0.1], [-0.7, -0.5, 0.6], [0.8, 0.4, -1.0], [-0.5, -0.4, 0.7], [0.0, 0.4, 0.3], [-0.4, 0.8, -0.2], [0.3, -0.8, 0.4], [0.2, 0.9, -0.4], [0.1, 0.2, 0.2], [0.5, -0.1, -0.6], [-0.2, 0.0, -0.2], [0.2, 0.0, 0.1], [0.3, -0.5, -0.2], [-0.1, -0.2, -0.1], [0.3, 0.3, 0.6], [0.9, -0.5, -0.4], [-0.6, 0.8, -0.5], [-0.2, -0.1, 0.4], [0.1, 0.0, -1.2], [-0.1, -0.7, 0.9], [0.3, -0.1, -0.5], [-0.8, 0.6, 0.6], [-0.3, -0.6, -1.1], [0.9, 0.7, -0.3], [-0.3, -0.1, 0.2], [0.1, -0.2, -0.2], [1.4, 0.5, -0.4], [-1.6, -1.0, 0.6], [-0.1, 0.3, 0.0], [1.0, -0.6, -0.4], [0.2, 0.6, 0.0], [0.0, -0.2, 0.0], [0.1, 0.2, 0.6], [0.0, 0.4, -0.1], [-0.2, 0.1, 0.9], [-0.5, -0.5, -0.2], [0.3, 0.2, -0.1], [0.0, 0.1, 0.0], [-0.3, 0.1, 0.2], [-0.2, -0.2, 0.2]],
  "e_lumo_ev": [2.25, 2.25],
  "total_energy_ha": -4587.5346,
  "s2": 8.76,
  "multiplicity": 6,
  "charge": -1,
  "e_homo_ev": [-4.3, -4.4],
  "fmax_ev_per_a": 2.3
}


(2)
{
  "formula": "C4H8O2Si2",
  "method": "ωB97M-V with the def2-TZVPD basis set",
  "symbols": ["C", "C", "C", "C", "O", "O", "Si", "Si", "H", "H", "H", "H", "H", "H", "H", "H"],
  "xyz": [[1.6266, -1.1355, -0.1762], [1.8072, 0.1807, -0.1106], [0.3610, -1.9716, -0.0592], [0.7939, 1.2187, 0.3338], [-2.7090, -1.8807, 0.0688], [-1.8923, 2.4307, 0.2488], [-1.2153, -1.0769, 0.0267], [-0.9992, 1.2449, -0.4510], [2.4614, -1.7655, -0.4004], [2.6975, 0.8062, -0.1699], [0.6933, -2.9630, 0.0657], [1.4506, 2.0809, 0.5851], [-2.8243, -2.6826, -0.5137], [-1.8330, 2.9393, 1.1009], [0.5781, 0.9002, 1.3790], [-0.9964, 1.6739, -1.9277]],
  "atomic_forces_ev_per_a": [[-1.1, -0.7, -0.4], [-0.6, 1.6, 0.4], [-0.4, 4.0, 0.0], [-0.3, -0.5, 0.8], [0.8, -0.5, -1.1], [-0.5, 0.7, 1.2], [0.7, -2.0, -0.1], [2.1, 0.9, 0.0], [0.7, -0.1, -0.1], [0.8, -1.6, -0.5], [-0.6, -1.4, 0.1], [-1.2, 0.3, -0.8], [0.3, 1.3, 1.0], [0.2, -1.3, -1.5], [-0.6, -0.2, -0.1], [-0.2, -0.6, 0.9]],
  "e_lumo_ev": -0.11,
  "total_energy_ha": -886.6529,
  "e_above_lowest_kcal_mol": 21.9,
  "e_homo_ev": -7.4,
  "smiles": "O[Si]1=CC=CC[Si@@H]1O",
  "fmax_ev_per_a": 4.1
}